[1]
{
  "formula": "C5H13BS",
  "method": "the ωB97M-V functional and the def2-TZVPD basis",
  "symbols": ["S", "C", "C", "C", "C", "C", "B", "H", "H", "H", "H", "H", "H", "H", "H", "H", "H", "H", "H", "H"],
  "positions_angstrom": [[-2.088, -0.623, -0.484], [0.966, -1.693, -0.380], [0.554, 1.955, -0.832], [1.868, -2.190, 0.674], [-3.042, 0.825, 0.276], [0.545, 0.992, 0.327], [0.088, -0.431, -0.042], [0.276, -2.528, -0.835], [-2.289, 1.271, 0.970], [2.066, -3.176, 0.439], [-3.892, 0.400, 0.708], [-0.469, 2.115, -1.196], [2.629, -1.602, 0.959], [1.273, -2.232, 1.574], [-3.522, 1.489, -0.453], [1.455, 1.002, 0.913], [1.724, -1.405, -1.241], [1.069, 2.848, -0.616], [-0.242, 1.463, 0.946], [1.032, 1.520, -1.705]],
  "e_tot_ev": -16906.1026,
  "e_above_lowest_kj_mol": 78.4,
  "homo_lumo_gap_ev": 9.0389,
  "spin_multiplicity": 1,
  "homo_ev": -8.50,
  "smiles": "CCB(CC)SC"
}

---

[2]
{
  "formula": "C5H13BrO3Si",
  "method": "the ωB97M-V functional and the def2-TZVPD basis",
  "symbols": ["Br", "Si", "O", "O", "O", "C", "C", "C", "C", "C", "H", "H", "H", "H", "H", "H", "H", "H", "H", "H", "H", "H", "H"],
  "positions_angstrom": [[-1.916, -0.732, -2.263], [0.127, -0.205, 0.337], [0.738, 1.202, 0.906], [-1.039, -0.809, 1.278], [1.139, -1.407, -0.064], [2.233, -1.577, -0.962], [-1.300, 2.025, -1.498], [-0.677, 0.628, -1.578], [1.384, 1.540, 2.149], [-1.856, -1.993, 1.215], [2.976, -0.783, -1.064], [-2.814, -1.829, 1.697], [0.881, 1.000, 3.062], [2.440, 1.257, 2.169], [-1.297, -2.800, 1.587], [1.601, -1.599, -1.790], [0.082, 0.657, -2.291], [1.070, 2.602, 2.248], [-2.055, 2.056, -0.832], [-2.226, -1.987, 0.148], [2.673, -2.484, -0.829], [-1.507, 2.519, -2.471], [-0.657, 2.716, -1.153]],
  "e_tot_ev": -89459.3141,
  "e_above_lowest_kj_mol": 30.7,
  "homo_lumo_gap_ev": 9.5517,
  "spin_multiplicity": 1,
  "homo_ev": -8.80,
  "smiles": "CO[Si](OC)(OC)[C@H](C)Br"
}

---

[3]
{
  "formula": "C5H13ClGeS4SbTc",
  "method": "the ωB97M-V functional and the def2-TZVPD basis",
  "symbols": ["Sb", "Tc", "Ge", "Cl", "S", "S", "S", "S", "C", "C", "C", "C", "C", "H", "H", "H", "H", "H", "H", "H", "H", "H", "H", "H", "H", "H"],
  "positions_angstrom": [[1.739, 4.994, -0.614], [0.973, 1.095, -1.505], [-0.792, -1.047, 0.857], [1.087, 0.126, -3.665], [-0.771, 2.114, -1.358], [1.829, 5.910, -2.559], [2.662, 2.252, -1.180], [1.417, 4.731, 1.505], [0.852, -0.008, 0.261], [-1.075, -2.562, -0.335], [-2.326, 0.148, 0.893], [-0.205, -1.576, 2.633], [1.156, -0.852, -2.184], [-0.160, -3.127, -0.516], [1.708, -0.684, 0.314], [-0.068, -0.706, 3.274], [0.996, 0.776, 1.014], [2.151, -1.265, -2.041], [0.324, -1.539, -2.111], [-0.961, -2.217, 3.088], [-1.530, -2.279, -1.285], [-3.129, -0.371, 1.422], [-1.776, -3.237, 0.159], [-2.709, 0.388, -0.098], [0.729, -2.134, 2.587], [-2.121, 1.068, 1.444]],
  "e_tot_ev": -126491.2673,
  "total_charge": 2,
  "e_above_lowest_kj_mol": 2.5,
  "homo_lumo_gap_ev": 6.5158,
  "spin_multiplicity": 1,
  "homo_ev": -16.31
}